(1)
A structure of composition C20H12Co2NO6. Source: OMol25; level of theory: ωB97M-V with the def2-TZVPD basis set.

Summary:
Charge ... +1
Gap between HOMO and LUMO ... 5.461 eV
2S+1 ... 1

Atoms and positions in Å:
O: 4.05710 1.62558 -2.70552
C: 3.21200 1.08271 -2.12986
Co: 1.61177 0.76684 -1.20899
C: 1.12291 2.43040 -0.98568
O: 0.72174 3.50478 -0.82158
C: 0.76002 0.42178 -2.72793
O: 0.25415 0.34484 -3.76229
C: 1.87506 -0.41084 0.11050
C: 0.59912 0.00662 0.12646
C: -0.71646 -0.12284 0.47619
C: -1.66480 -0.51758 -0.53435
C: -3.01386 -0.12421 -0.40340
C: -3.97917 -0.52926 -1.31689
C: -3.65378 -1.34795 -2.40158
C: -2.32970 -1.75767 -2.53009
C: -1.35454 -1.36258 -1.62133
Co: 2.92466 -1.36912 -1.36007
C: 4.61358 -1.26434 -1.85652
O: 5.72028 -1.22866 -2.18410
C: 2.09057 -2.02088 -2.76464
O: 1.60860 -2.55671 -3.67096
C: 3.04712 -2.85452 -0.45257
O: 3.11394 -3.84230 0.14217
H: 2.50480 -0.40919 1.01053
H: -1.14344 -0.19569 1.54063
H: -3.26944 0.53466 0.42922
H: -5.00203 -0.18426 -1.18084
H: -4.42516 -1.66085 -3.10396
H: -2.07131 -2.39517 -3.37282
H: -0.34102 -1.75991 -1.74172
N: -0.63749 0.92053 2.25916
C: -1.50682 1.90662 2.57666
C: -1.49962 2.47100 3.85257
C: -0.62997 2.04721 4.86654
C: 0.25351 1.03272 4.47398
C: 0.26033 0.49324 3.18839
H: -2.19699 2.23528 1.78340
H: -2.20033 3.27008 4.05139
H: -0.64699 2.47345 5.88400
H: 0.97852 0.65981 5.18206
H: 0.95310 -0.31363 2.88381

Atoms 1-2, force components in eV/Å:
O -1.851 -1.697 1.143
C 1.515 1.978 -0.298

Quick look at the Mulliken charges, all values in e: -0.30, 0.14, 0.08, 0.18, -0.33, 0.30, -0.31, -1.17, 0.82, 0.58, 0.21, -0.39, -0.67, -0.51, -0.72, -0.15, 0.03, 0.39, -0.30, 0.16, -0.30, 0.16, -0.29, 0.73, 0.62, 0.29, 0.39, 0.42, 0.44, 0.43, -0.20, 0.02, -0.75, -0.22, -0.74, 0.03, 0.42, 0.37, 0.42, 0.39, 0.36

=====

(2)
A structure of composition C20H12F5O2PPdS. Source: OMol25; level of theory: ωB97M-V with the def2-TZVPD basis set.

Summary:
Charge ... +2
Gap between HOMO and LUMO (spin up / spin down) ... 4.802 / 4.932 eV
2S+1 ... 1

Atoms and positions in Å:
Pd: -0.67490 -0.84501 -0.28413
F: 0.47185 -7.50186 0.00616
C: -0.15315 -6.37170 -0.13692
C: 0.60090 -5.19065 -0.30517
F: 1.91501 -5.25325 -0.32596
C: -0.05492 -4.01303 -0.43717
F: 0.66140 -2.88595 -0.58008
C: -1.47228 -3.92681 -0.42392
S: -2.33485 -2.49984 -0.59150
C: -2.19616 -5.14874 -0.26730
F: -3.50352 -5.12206 -0.26408
C: -1.54771 -6.34526 -0.12116
F: -2.21891 -7.46359 0.03222
O: -0.43517 0.00509 3.80435
C: -0.62212 0.05639 2.62191
O: -0.64401 -0.94151 1.77472
C: -0.91362 1.45987 2.04565
P: -0.66644 1.51163 0.25977
C: -0.84855 3.18141 -0.24087
C: 0.20869 3.86379 -0.89200
C: 0.05534 5.20006 -1.16739
C: -1.14586 5.85091 -0.84685
C: -2.21045 5.16543 -0.24938
C: -2.07704 3.83209 0.04560
C: 1.02564 1.01383 -0.08045
C: 1.23406 0.32402 -1.29429
C: 2.47682 -0.23246 -1.59021
C: 3.51319 -0.05995 -0.69560
C: 3.32025 0.65834 0.49438
C: 2.08306 1.17218 0.82238
H: -0.28949 2.21398 2.52404
H: -1.95446 1.67117 2.30570
H: 1.13290 3.36057 -1.14058
H: 0.86358 5.74641 -1.63496
H: -1.25151 6.90554 -1.06793
H: -3.13400 5.68031 -0.02245
H: -2.90116 3.29570 0.50121
H: 0.46830 0.35290 -2.06428
H: 2.63108 -0.76541 -2.51890
H: 4.48894 -0.47117 -0.92056
H: 4.15164 0.81014 1.17105
H: 1.94765 1.70649 1.75494

Atoms 1-2, force components in eV/Å:
Pd -0.376 0.757 1.303
F -0.142 0.268 -0.037

Quick look at the Mulliken charges, all values in e: -0.14, -0.20, 0.65, -0.08, -0.24, 0.30, -0.02, 0.20, -0.04, 0.40, -0.23, 0.24, -0.21, -0.51, 0.33, -0.54, -0.86, 1.38, 0.95, -0.28, -0.79, -0.38, -0.75, -0.48, 0.48, -0.32, -0.88, -0.57, -0.66, -0.50, 0.47, 0.55, 0.40, 0.43, 0.42, 0.42, 0.35, 0.82, 0.52, 0.46, 0.46, 0.46

=====

(3)
A structure of composition C20H13AlIN5O2. Source: OMol25; level of theory: ωB97M-V with the def2-TZVPD basis set.

Summary:
Charge ... 0
Gap between HOMO and LUMO ... 8.305 eV
2S+1 ... 1

Atoms and positions in Å:
Al: 0.26328 0.18853 0.61513
C: -0.24205 -1.65201 0.61847
C: -0.55028 -2.82392 0.63021
C: -0.91361 -4.22043 0.64600
C: -1.48536 -4.78777 1.78545
C: -1.83465 -6.12884 1.79717
C: -1.61373 -6.91900 0.67648
C: -1.04405 -6.36068 -0.46016
C: -0.69723 -5.01869 -0.47805
H: -1.64815 -4.16863 2.65764
H: -2.27576 -6.56028 2.68617
H: -1.88211 -7.96742 0.68986
H: -0.86724 -6.97266 -1.33505
H: -0.25141 -4.57765 -1.36010
N: 5.15491 0.32004 4.45350
C: 4.03671 0.15171 4.21375
N: 2.74971 -0.06403 4.03343
C: 2.00147 0.11969 3.05554
N: 1.19658 0.28666 2.21446
I: -2.89450 -1.09712 -4.71493
C: -1.57182 -0.27528 -3.38305
C: -0.64807 0.71401 -3.62789
N: -0.01302 0.94412 -2.46856
N: -0.45615 0.14469 -1.48384
C: -1.39594 -0.61312 -2.03351
H: -0.40243 1.25437 -4.52642
H: 0.76872 1.55131 -2.27716
H: -1.89850 -1.35956 -1.43942
O: -0.58376 1.88353 0.77825
C: 0.42693 2.41772 0.21234
O: 1.32361 1.59778 -0.19037
C: 0.54211 3.87132 0.01976
C: -0.55354 4.68068 0.30100
C: -0.45256 6.05021 0.11943
C: 0.74143 6.60030 -0.33089
C: 1.83574 5.78890 -0.60685
C: 1.73784 4.41724 -0.43456
H: -1.46772 4.22938 0.66147
H: -1.29958 6.68853 0.33281
H: 0.82103 7.67215 -0.46259
H: 2.76394 6.22704 -0.94859
H: 2.57921 3.76717 -0.63635

Atoms 1-2, force components in eV/Å:
Al 0.006 0.122 -0.373
C -0.176 -0.021 0.134

Quick look at the Mulliken charges, all values in e: 0.66, -1.08, 0.98, 0.01, -0.44, -0.51, -0.37, -0.53, -0.42, 0.43, 0.38, 0.38, 0.37, 0.42, -0.48, 0.44, -0.63, 0.81, -0.49, 0.14, -0.80, -0.05, -0.09, 0.05, -0.13, 0.46, 0.16, 0.50, -0.59, 1.09, -0.67, 0.14, -0.36, -0.59, -0.34, -0.65, -0.35, 0.48, 0.40, 0.39, 0.40, 0.47

=====

(4)
A structure of composition C20H13Cl2MnN5O7. Source: OMol25; level of theory: ωB97M-V with the def2-TZVPD basis set.

Summary:
<S²> ... 3.851
Charge ... 0
Gap between HOMO and LUMO (spin up / spin down) ... 6.120 / 6.668 eV
2S+1 ... 4

Atoms and positions in Å:
Mn: -0.26634 -0.15358 0.05056
O: 1.38800 -0.34796 3.62864
C: 1.10905 -0.35701 2.45864
N: 0.16782 0.39979 1.81301
C: -0.16466 1.71360 2.19366
C: -0.08093 2.25218 3.46646
C: -0.33154 3.60721 3.62646
C: -0.66408 4.39592 2.53703
C: -0.75137 3.85141 1.26143
C: -0.48156 2.49899 1.09602
N: -0.43609 1.75591 -0.12021
C: -0.82967 2.26621 -1.32948
O: -1.14230 3.40937 -1.56827
C: -0.85594 1.22334 -2.40389
C: -1.32628 1.50572 -3.66517
C: -1.39597 0.47198 -4.58517
C: -0.98011 -0.79667 -4.20841
C: -0.50422 -0.99232 -2.92776
N: -0.44504 0.00837 -2.04769
C: 1.94875 -1.07133 1.42889
C: 2.97207 -1.93232 1.73688
C: 3.78825 -2.37694 0.71009
C: 3.54608 -1.94087 -0.58506
C: 2.46674 -1.11627 -0.82014
N: 1.68933 -0.68858 0.17450
H: 0.16791 1.61896 4.30459
H: -0.26786 4.05003 4.61263
H: -0.85832 5.45134 2.67772
H: -1.01477 4.45930 0.41338
H: -1.63724 2.51784 -3.88533
H: -1.78255 0.65212 -5.58052
H: -1.03725 -1.63343 -4.88977
H: -0.17807 -1.96235 -2.57751
H: 3.10529 -2.22749 2.76861
H: 4.60572 -3.05761 0.91324
H: 4.17507 -2.24598 -1.40910
H: 2.21718 -0.77881 -1.81582
O: -3.35386 1.32877 0.88861
N: -3.14188 0.59089 -0.04486
O: -3.71999 0.58492 -1.11372
O: -2.12444 -0.27970 0.06651
Cl: -1.97152 -4.84476 -0.52910
C: -0.52143 -4.40451 0.38835
Cl: 0.95593 -4.91467 -0.46963
C: -0.50999 -2.89530 0.64280
O: -0.67842 -2.50547 1.78607
O: -0.30172 -2.16151 -0.39799
H: -0.54779 -4.92873 1.32979

Atoms 1-2, force components in eV/Å:
Mn -0.696 0.569 -0.427
O 0.057 -0.070 0.251

Quick look at the Mulliken charges, all values in e: -0.64, -0.66, -0.03, 0.71, -0.06, -0.55, -0.59, -0.67, -0.92, 0.61, 0.54, 0.60, -0.70, 0.43, -0.75, -0.44, -0.90, -0.21, 0.58, 0.75, -0.80, -0.30, -0.91, -0.05, 0.20, 0.53, 0.40, 0.39, 0.49, 0.53, 0.43, 0.45, 0.53, 0.52, 0.45, 0.43, 0.50, -0.55, 1.02, -0.59, -0.36, -0.16, -0.13, -0.17, 0.30, -0.52, -0.08, 0.37

=====

(5)
A structure of composition C20H13Cl2N4O3S3Sn. Source: OMol25; level of theory: ωB97M-V with the def2-TZVPD basis set.

Summary:
Charge ... -1
Gap between HOMO and LUMO ... 6.681 eV
2S+1 ... 1

Atoms and positions in Å:
Sn: -0.17051 -0.11401 0.01323
Cl: 3.96813 -1.76039 5.31827
C: 3.47859 -1.29971 3.71837
C: 2.34212 -0.52048 3.55876
C: 1.89536 -0.18774 2.28642
N: 0.71946 0.50411 2.00852
C: 0.14829 1.37600 2.84530
O: 0.49129 1.69791 3.98198
C: -1.04750 2.07671 2.22555
C: -1.89243 2.82996 3.03163
C: -2.94007 3.51731 2.44809
C: -3.10902 3.44601 1.07125
C: -2.22819 2.66806 0.34294
N: -1.22483 2.00274 0.90620
C: 2.63476 -0.60938 1.15268
C: 3.80103 -1.34200 1.33441
C: 4.20323 -1.70994 2.60989
Cl: 5.61840 -2.69942 2.78955
N: 2.08885 -0.25642 -0.08242
C: 2.78541 -0.20697 -1.21947
O: 3.96914 -0.48673 -1.41852
C: 1.97372 0.31781 -2.39088
C: 2.57549 0.39070 -3.64282
C: 1.84873 0.87605 -4.71379
C: 0.53430 1.27784 -4.50585
C: 0.01523 1.18085 -3.22839
N: 0.71988 0.72342 -2.19796
H: 1.80021 -0.17166 4.42317
H: -1.70004 2.84700 4.09447
H: -3.61578 4.10224 3.05848
H: -3.90802 3.97970 0.57600
H: -2.32122 2.57361 -0.73332
H: 4.38923 -1.62529 0.47699
H: 3.59797 0.05523 -3.73795
H: 2.29279 0.92974 -5.69935
H: -0.07369 1.65357 -5.31700
H: -1.00688 1.47292 -3.01247
S: -3.67091 -2.66347 1.97373
C: -2.87690 -2.34061 0.52949
S: -3.30917 -1.63388 -0.89242
S: -1.36644 -3.02834 1.08268
C: 0.52510 -3.97274 -0.60949
O: -0.01358 -2.80852 -0.02521
H: 1.43689 -3.66821 -1.12740
H: -0.16603 -4.42448 -1.32928
H: 0.78372 -4.71546 0.15223

Atoms 1-2, force components in eV/Å:
Sn 0.162 -0.215 0.332
Cl -0.023 0.052 0.076

Quick look at the Mulliken charges, all values in e: 0.56, -0.24, 0.13, -0.52, -0.17, 0.13, 0.41, -0.76, 0.29, -0.60, -0.26, -0.71, -0.03, -0.17, -0.12, -0.59, 0.09, -0.24, 0.17, 0.26, -0.80, 0.30, -0.60, -0.28, -0.74, -0.07, 0.06, 0.55, 0.45, 0.41, 0.39, 0.34, 0.56, 0.45, 0.41, 0.39, 0.39, -0.46, 0.12, -0.35, 0.00, -0.75, -0.20, 0.22, 0.27, 0.29